Record 1
Entry from the OMol25 dataset: a structure of composition C12H28N4O4Sn (ωB97M-V/def2-TZVPD).

Summary:
Net charge: +2
Highest occupied orbital energy (Eh): -0.5671
Lowest unoccupied orbital energy (eV): -8.124
Spin multiplicity: 1
Frontier orbital gap (Ha): 0.269
ΔE to the lowest compared entry with this formula, charge and spin (kJ/mol): 26.1
Electronic energy (eV): -32867.112

```
49
Properties=species:S:1:pos:R:3:nbo_charge:R:1
Sn -9.186 -0.566 2.663 1.7564
C -12.848 2.031 4.899 -0.7145
C -11.353 2.099 4.800 0.7056
O -10.727 1.399 3.991 -0.7576
N -10.724 2.983 5.585 -0.5759
C -9.290 3.234 5.553 -0.4341
H -13.337 2.772 4.263 0.2522
H -13.221 2.196 5.908 0.2440
H -13.150 1.074 4.478 0.2441
H -11.290 3.501 6.237 0.4128
H -8.850 2.966 4.597 0.2375
H -8.809 2.687 6.363 0.2036
H -9.147 4.305 5.690 0.2260
C -8.035 4.339 1.708 -0.7222
C -7.949 2.865 1.431 0.7140
O -8.357 2.081 2.313 -0.7527
N -7.511 2.468 0.244 -0.5644
C -6.872 3.297 -0.772 -0.4295
H -8.306 4.905 0.818 0.2433
H -7.094 4.724 2.106 0.2651
H -8.768 4.508 2.493 0.2481
H -7.520 1.481 0.042 0.4028
H -6.376 2.673 -1.510 0.2384
H -6.122 3.955 -0.338 0.2246
H -7.599 3.894 -1.325 0.2142
C -11.304 3.010 0.065 -0.7142
C -11.609 1.661 0.662 0.7199
O -10.715 0.831 0.887 -0.7754
N -12.900 1.419 0.857 -0.5582
C -13.350 0.153 1.414 -0.4300
H -10.247 3.123 -0.174 0.2330
H -11.497 3.815 0.776 0.2486
H -11.839 3.162 -0.871 0.2565
H -13.593 2.081 0.551 0.4233
H -12.706 -0.054 2.269 0.2072
H -13.201 -0.702 0.747 0.2155
H -14.418 0.156 1.604 0.2379
C -11.333 -3.306 6.143 -0.7120
C -10.857 -1.895 5.966 0.7076
O -10.776 -1.374 4.839 -0.7745
N -10.264 -1.375 7.045 -0.5576
C -9.430 -0.186 7.021 -0.4372
H -12.236 -3.535 5.574 0.2580
H -11.477 -3.571 7.187 0.2359
H -10.638 -4.000 5.664 0.2550
H -10.204 -1.967 7.858 0.4179
H -8.444 -0.397 7.429 0.2267
H -9.872 0.568 7.678 0.2192
H -9.442 0.242 6.023 0.2151
```


Record 2
Entry from the OMol25 dataset: the molecule C4H8N2O (ωB97M-V/def2-TZVPD).

Summary:
Net charge: 0
Highest occupied orbital energy (Eh): -0.3459
Lowest unoccupied orbital energy (eV): 1.041
Spin multiplicity: 1
Frontier orbital gap (Ha): 0.384
ΔE to the lowest compared entry with this formula, charge and spin (kJ/mol): 171.7
Electronic energy (eV): -9304.613
SMILES string: NC(=O)CN1CC1

```
15
Properties=species:S:1:pos:R:3:nbo_charge:R:1
N 0.061 -1.130 -1.964 -0.8284
C -0.898 -0.996 -1.012 0.6604
O -2.090 -1.058 -1.258 -0.6119
C -0.403 -0.797 0.415 -0.3268
N 0.792 0.034 0.559 -0.4173
C 0.622 1.204 1.410 -0.2479
C 0.762 1.356 -0.054 -0.2673
H -0.241 -1.291 -2.913 0.4051
H 1.043 -1.079 -1.748 0.4054
H -1.266 -0.406 0.967 0.2058
H -0.172 -1.787 0.830 0.2252
H -0.375 1.371 1.819 0.1912
H 1.438 1.445 2.086 0.2039
H -0.118 1.646 -0.626 0.1994
H 1.712 1.681 -0.473 0.2031
```


Record 3
Entry from the OMol25 dataset: a structure of composition C52H132BHgN12O20 (ωB97M-V/def2-TZVPD).

Summary:
Net charge: +1
Highest occupied orbital energy (Eh): -0.3756
Lowest unoccupied orbital energy (eV): -2.900
Spin multiplicity: 1
Frontier orbital gap (Ha): 0.269
ΔE to the lowest compared entry with this formula, charge and spin (kJ/mol): 310.7
Electronic energy (eV): -119737.895

```
218
Properties=species:S:1:pos:R:3:mulliken_charge:R:1
Hg -1.847 2.125 -4.683 1.7041
O 0.165 -3.607 1.470 -0.7828
C 0.220 -2.418 1.104 0.1594
O -0.755 -1.699 0.534 1.0361
B -0.269 -0.329 0.199 -0.8262
O 1.165 -0.289 0.651 0.5185
C 1.473 -1.506 1.156 0.2598
O 2.567 -1.860 1.612 -0.4148
O -1.087 0.648 0.965 -0.1495
C -1.668 1.509 0.148 -0.1896
O -2.402 2.455 0.456 -0.9251
C -1.273 1.058 -1.289 -0.2137
O -0.460 0.059 -1.193 0.0569
O -1.720 1.573 -2.308 1.5962
C -2.172 -1.410 6.124 -1.2554
C -1.636 -0.393 5.102 0.0111
C -0.277 -0.805 4.497 1.0571
O 0.776 -0.756 5.514 -0.5279
C 2.018 -1.301 5.051 -0.2871
N -2.584 -0.255 4.032 -0.3230
H -3.059 -0.997 6.606 0.3893
H -1.381 -1.484 6.870 0.4047
H -2.359 -2.367 5.636 0.0147
H -1.495 0.558 5.616 0.5368
H -0.124 -0.178 3.619 -0.3934
H -0.451 -1.826 4.157 -0.3244
H 2.430 -0.764 4.197 -0.0406
H 1.859 -2.366 4.883 0.3084
H 2.759 -1.237 5.849 0.3823
H -2.156 0.247 3.267 0.1983
H -2.834 -1.118 3.571 -0.1680
C 3.558 -5.021 0.720 -1.3370
C 2.878 -5.718 -0.500 0.4944
C 2.511 -7.203 -0.255 -0.8335
O 2.097 -7.983 -1.387 -0.3314
C 2.969 -8.245 -2.528 -0.7088
N 1.782 -4.773 -0.755 0.0591
H 4.136 -4.204 0.288 0.2813
H 4.303 -5.705 1.128 0.4921
H 2.886 -4.573 1.452 0.0745
H 3.671 -5.657 -1.246 0.4284
H 1.760 -7.274 0.532 0.2026
H 3.365 -7.770 0.117 0.4168
H 2.498 -8.986 -3.174 0.2347
H 3.917 -8.641 -2.166 0.3219
H 3.188 -7.295 -3.016 0.2670
H 1.213 -5.293 -1.409 0.2771
H 1.188 -4.689 0.057 -0.2877
C 3.970 2.428 -3.568 -1.4784
C 2.810 1.387 -3.426 0.9226
C 3.162 -0.047 -3.205 -0.9386
O 1.954 -0.763 -3.234 -0.0501
C 1.946 -2.127 -2.859 -0.9685
N 1.978 1.812 -2.377 0.8870
H 3.622 3.458 -3.647 0.2951
H 4.685 2.155 -4.344 0.4779
H 4.606 2.496 -2.686 0.0730
H 2.361 1.418 -4.419 -0.2087
H 3.585 0.014 -2.202 0.2255
H 3.878 -0.340 -3.974 0.5365
H 0.923 -2.503 -2.845 0.1027
H 2.551 -2.241 -1.959 0.2954
H 2.578 -2.713 -3.526 0.4704
H 2.548 2.030 -1.572 0.3883
H 1.578 0.950 -2.033 -0.9589
C 0.724 5.303 -3.053 -1.3716
C -0.495 4.490 -3.435 1.8648
C -1.453 5.278 -4.498 -1.1864
O -2.165 4.374 -5.313 -0.0821
C -2.545 5.025 -6.493 -1.1064
N 0.049 3.266 -3.971 0.2351
H 1.373 5.705 -3.832 0.3739
H 1.347 4.775 -2.332 0.2458
H 0.406 6.153 -2.450 0.4656
H -1.173 4.214 -2.627 -0.9729
H -0.757 5.858 -5.104 0.6626
H -2.170 6.008 -4.122 0.3772
H -1.648 5.332 -7.031 0.3818
H -3.261 5.837 -6.364 0.3023
H -2.893 4.279 -7.207 0.3487
H 0.569 2.834 -3.221 -0.6606
H 0.892 3.506 -4.473 0.3341
C -0.526 -1.934 -6.010 -1.2454
C -1.266 -0.720 -5.379 0.1628
C -2.300 -1.124 -4.343 -0.6482
O -3.152 -0.124 -3.846 0.2259
C -4.058 -0.504 -2.763 -0.8034
N -0.285 0.218 -4.741 0.4308
H -1.191 -2.761 -6.259 0.4146
H 0.108 -2.315 -5.210 0.1720
H 0.054 -1.713 -6.907 0.3663
H -1.723 -0.170 -6.201 0.0431
H -1.927 -1.792 -3.567 0.0174
H -3.025 -1.760 -4.851 0.5929
H -4.953 -0.890 -3.251 0.4746
H -4.370 0.375 -2.199 0.1348
H -3.582 -1.211 -2.083 -0.0211
H 0.130 -0.219 -3.931 -0.8862
H 0.488 0.445 -5.350 0.1393
C -1.735 -4.964 4.174 -1.0279
C -2.171 -6.266 3.456 0.4420
C -1.469 -6.552 2.121 0.2210
O -1.957 -7.876 1.648 -0.4000
C -1.748 -8.178 0.296 -0.5684
N -2.020 -7.358 4.414 -0.7931
H -2.390 -4.729 5.012 0.3448
H -1.786 -4.139 3.464 -0.1014
H -0.670 -5.004 4.407 0.3789
H -3.230 -6.141 3.230 0.2287
H -0.392 -6.601 2.285 0.2991
H -1.695 -5.833 1.333 -0.3910
H -0.710 -8.050 -0.010 0.1072
H -2.340 -7.604 -0.417 0.2146
H -1.965 -9.232 0.124 0.3482
H -1.035 -7.526 4.563 0.3123
H -2.150 -8.242 3.942 0.3113
C -4.615 -0.891 0.997 -1.0746
C -4.709 -2.344 1.478 -0.1188
C -3.640 -3.331 1.046 0.4786
O -3.578 -3.326 -0.389 -0.4715
C -2.587 -4.081 -1.084 -0.4450
N -4.788 -2.293 2.936 -0.4460
H -5.441 -0.322 1.424 0.5860
H -4.680 -0.870 -0.091 -0.1803
H -3.671 -0.459 1.332 0.0826
H -5.624 -2.743 1.040 0.4518
H -3.879 -4.350 1.348 0.5500
H -2.670 -2.995 1.413 -0.6990
H -2.672 -3.753 -2.119 0.2912
H -2.716 -5.163 -1.039 0.2094
H -1.573 -3.907 -0.721 -0.0074
H -5.005 -3.215 3.287 0.2391
H -5.478 -1.622 3.245 0.2354
C 4.923 -2.346 4.190 -0.9030
C 6.425 -2.784 4.041 0.1711
C 7.251 -1.618 3.432 -0.4022
O 8.600 -1.971 3.338 -0.4526
C 9.380 -1.054 2.622 -0.6066
N 6.917 -3.089 5.370 -0.8055
H 4.333 -3.143 4.642 0.4199
H 4.528 -2.130 3.197 -0.0512
H 4.779 -1.411 4.732 0.3856
H 6.543 -3.674 3.423 0.3741
H 7.107 -0.705 4.009 0.3347
H 6.873 -1.433 2.427 0.1371
H 8.987 -0.805 1.636 0.1057
H 10.427 -1.348 2.549 0.3449
H 9.332 -0.185 3.279 0.3422
H 6.677 -2.204 5.794 0.3375
H 7.905 -2.971 5.197 0.3583
C 4.295 0.931 2.344 -0.6494
C 4.573 1.620 1.020 0.4787
C 5.697 0.941 0.171 -0.6848
O 6.875 0.752 0.964 -0.1869
C 7.857 1.749 0.718 -0.8823
N 3.371 1.881 0.185 0.0097
H 5.196 0.708 2.916 0.3338
H 3.693 0.024 2.276 -0.3605
H 3.779 1.617 3.015 0.3668
H 4.976 2.588 1.318 0.3750
H 5.873 1.419 -0.793 0.1988
H 5.334 -0.062 -0.052 0.1046
H 8.079 1.675 -0.346 0.3827
H 8.763 1.514 1.278 0.2607
H 7.419 2.741 0.833 0.2914
H 3.053 0.922 0.166 -0.3611
H 2.800 2.317 0.895 -0.5796
C 1.171 3.294 2.351 -1.8790
C 1.027 4.608 1.564 1.8046
C -0.304 5.389 1.646 -0.0251
O -0.170 6.605 0.858 -0.4062
C -1.369 7.275 0.858 -0.5186
N 2.167 5.379 2.069 -0.7146
H 0.534 2.593 1.811 0.2316
H 0.826 3.424 3.377 0.6510
H 2.169 2.860 2.409 0.2742
H 1.339 4.503 0.525 -0.5253
H -0.451 5.658 2.692 0.2460
H -1.168 4.795 1.346 -0.3077
H -1.813 7.571 1.809 0.2415
H -2.146 6.710 0.344 0.0308
H -1.115 8.119 0.217 0.4070
H 2.253 6.292 1.644 0.2417
H 2.076 5.485 3.070 0.2952
C -6.005 1.775 -6.647 -1.5919
C -4.909 2.443 -5.916 0.0755
C -5.082 2.574 -4.375 -1.0506
O -3.839 3.042 -3.759 0.3195
C -4.020 3.534 -2.441 -0.6854
N -3.687 1.631 -6.111 -0.4178
H -6.857 2.448 -6.743 0.4364
H -6.345 0.903 -6.089 0.3906
H -5.655 1.440 -7.624 0.3856
H -4.794 3.484 -6.220 0.2904
H -5.378 1.690 -3.811 0.2767
H -5.770 3.408 -4.231 0.6509
H -3.213 4.157 -2.055 -0.2418
H -4.131 2.698 -1.751 0.1418
H -4.860 4.206 -2.267 0.5824
H -3.986 0.690 -5.901 0.2490
H -3.659 1.677 -7.119 0.3522
C -4.686 5.502 1.034 -0.9375
C -4.352 4.765 2.366 1.5385
C -5.121 5.234 3.599 -0.8751
O -4.941 6.624 3.899 -0.3536
C -3.673 6.946 4.448 -0.4947
N -4.453 3.311 2.184 -0.6651
H -4.692 6.591 1.094 0.4466
H -5.704 5.278 0.716 0.3654
H -3.943 5.284 0.267 -0.3503
H -3.308 5.073 2.424 -0.6814
H -4.823 4.664 4.479 0.4566
H -6.194 5.061 3.515 0.3447
H -3.717 8.006 4.698 0.2503
H -2.813 6.720 3.817 0.0411
H -3.596 6.511 5.445 0.3461
H -3.727 3.043 1.534 0.5115
H -4.225 2.830 3.042 0.3333
```


Record 4
Entry from the OMol25 dataset: a structure of composition C52H56N2O4PTi (ωB97M-V/def2-TZVPD).

Summary:
Net charge: -1
Highest occupied orbital energy (spin up / spin down) (Eh): -0.0896 / -0.1730
Lowest unoccupied orbital energy (spin up / spin down) (eV): 2.482 / 2.482
Spin multiplicity: 3
Frontier orbital gap (spin up / spin down) (Ha): 0.181 / 0.264
Electronic energy (eV): -98410.959

```
116
Properties=species:S:1:pos:R:3:mulliken_spin:R:1
Ti 1.220 0.716 0.104 1.0512
O 2.497 -1.316 2.526 0.0070
C 1.323 -1.292 2.300 -0.0029
O 0.741 -0.599 1.310 0.0633
C 0.277 -2.081 3.048 -0.0013
C 0.614 -2.157 4.413 -0.0005
C -0.161 -2.898 5.263 -0.0006
C -1.306 -3.491 4.757 0.0006
C -1.661 -3.487 3.434 -0.0020
C -0.845 -2.720 2.528 0.0056
P -1.155 -3.039 0.708 0.0126
C -1.134 -4.886 0.571 -0.0007
C -0.305 -5.530 1.491 0.0000
C 0.036 -6.823 1.260 -0.0001
C -0.537 -7.511 0.177 0.0003
C -1.251 -6.826 -0.804 -0.0003
C -1.521 -5.492 -0.611 0.0001
C -2.984 -2.556 0.612 -0.0030
C -4.071 -3.350 0.898 0.0001
C -5.368 -2.843 0.933 0.0001
C -5.530 -1.465 0.679 -0.0042
C -4.452 -0.655 0.485 -0.0007
C -3.150 -1.161 0.417 0.0367
H 1.530 -1.636 4.702 -0.0001
H 0.253 -3.159 6.204 -0.0002
H -1.988 -4.079 5.357 0.0001
H -2.545 -4.050 3.168 -0.0002
H 0.082 -5.012 2.400 0.0004
H 0.658 -7.376 1.909 0.0000
H -0.324 -8.534 0.069 0.0000
H -1.646 -7.397 -1.643 0.0000
H -2.034 -4.986 -1.319 -0.0002
H -3.921 -4.444 1.087 0.0001
H -6.208 -3.484 1.217 0.0001
H -6.532 -1.059 0.575 0.0003
H -4.571 0.414 0.248 0.0075
H -2.337 -0.387 0.220 -0.0070
C 4.669 2.454 -2.177 0.0069
C 3.324 2.006 -2.768 0.0683
C 2.953 2.869 -3.962 0.0106
C 3.276 0.493 -3.046 -0.0498
C 4.342 -0.061 -3.815 0.0067
C 4.402 -1.397 -4.063 -0.0004
C 3.385 -2.204 -3.619 0.0085
C 2.213 -1.709 -3.054 -0.0594
C 1.211 -2.817 -2.621 -0.0057
C -0.252 -2.419 -2.548 0.0471
C 1.823 -3.493 -1.361 0.0038
C 2.194 -0.328 -2.685 -0.0046
N 1.148 0.218 -1.889 0.0471
C 0.126 0.777 -2.596 0.4896
C -1.088 1.359 -2.175 0.0171
C -2.125 1.331 -3.189 0.1862
C -3.377 1.786 -2.956 -0.0836
C -3.669 2.240 -1.662 0.2217
C -2.739 2.263 -0.675 -0.0878
C -1.456 1.845 -0.893 0.1023
N -0.456 1.907 0.048 0.0079
C -0.627 2.933 1.008 -0.0067
C -0.481 4.264 0.572 -0.0259
C -0.913 5.337 1.379 -0.0027
C -1.574 5.102 2.577 0.0026
C -1.669 3.834 3.011 -0.0005
C -1.242 2.746 2.256 -0.0183
C -1.178 1.428 3.023 0.0040
C 0.083 1.348 3.851 -0.0044
C -2.342 1.051 3.841 0.0009
C 0.098 4.546 -0.807 -0.0668
C -1.012 4.799 -1.885 -0.0025
C 1.132 5.604 -0.831 0.0001
H 4.772 3.530 -2.135 0.0006
H 5.487 2.104 -2.831 -0.0004
H 4.967 2.047 -1.197 -0.0019
H 2.628 2.237 -2.003 0.0089
H 3.731 2.943 -4.750 0.0010
H 2.677 3.871 -3.650 0.0015
H 2.109 2.471 -4.517 -0.0027
H 5.158 0.581 -4.202 -0.0001
H 5.272 -1.810 -4.597 -0.0002
H 3.450 -3.319 -3.818 0.0001
H 1.217 -3.559 -3.416 -0.0019
H -0.430 -1.621 -1.889 -0.0065
H -0.817 -3.290 -2.273 0.0026
H -0.563 -2.112 -3.567 -0.0004
H 1.564 -3.022 -0.466 0.0003
H 2.897 -3.436 -1.437 0.0021
H 1.479 -4.522 -1.134 -0.0001
H 0.134 0.468 -3.644 -0.0465
H -1.749 1.066 -4.210 0.0012
H -4.150 1.788 -3.753 -0.0016
H -4.709 2.673 -1.480 0.0048
H -2.872 2.586 0.307 -0.0154
H -0.774 6.406 1.115 0.0000
H -1.986 5.919 3.176 -0.0002
H -2.217 3.632 3.892 0.0001
H -1.013 0.650 2.271 0.0038
H 0.284 2.265 4.487 -0.0002
H 0.991 1.259 3.281 0.0018
H 0.051 0.530 4.570 0.0003
H -2.573 1.584 4.764 0.0002
H -2.286 -0.073 4.053 -0.0001
H -3.282 1.199 3.306 -0.0005
H 0.528 3.626 -1.210 0.0787
H -1.626 5.608 -1.573 -0.0003
H -1.716 3.939 -2.105 0.0008
H -0.513 5.108 -2.826 0.0003
H 0.821 6.597 -0.522 0.0003
H 1.374 5.833 -1.900 0.0005
H 2.019 5.397 -0.306 0.0000
C 4.570 2.358 1.531 -0.0018
C 3.193 2.048 0.990 0.0073
O 3.160 1.069 0.201 -0.0097
O 2.184 2.640 1.359 -0.0023
H 4.411 2.997 2.389 -0.0002
H 5.210 2.820 0.782 0.0003
H 5.063 1.453 1.950 0.0009
```